Entry from the OMol25 dataset: a 2-piece molecular cluster, C4H12NO overall (ωB97M-V/def2-TZVPD).

Geometry as XYZ:
```
18
Properties=species:S:1:pos:R:3:forces:R:3:nbo_charge:R:1
C -1.7456 -1.1671 0.3467 -0.5 1.5 1.4 -0.62
C 0.7095 3.0865 0.9309 3.0 -0.4 0.0 -0.51
C -0.9330 -0.4300 -0.7312 0.0 -1.1 -1.9 -0.53
C 0.4358 -0.3225 -0.2321 2.0 -0.4 -0.8 0.49
N 0.9944 -1.7260 -0.1396 3.5 -1.1 -1.0 -0.76
O 1.4462 0.4976 -0.6674 -1.7 -0.1 -0.7 -0.66
H -1.4217 -0.4833 1.2677 -1.9 -1.2 -1.5 0.24
H -2.8509 -1.2387 0.0447 1.7 0.4 1.0 0.27
H -1.4243 -2.1298 0.7491 0.0 -0.3 -0.8 0.19
H -0.1789 3.6097 0.7808 -1.3 0.8 -0.1 0.17
H 1.7060 3.6830 0.9933 -2.0 -1.4 -0.1 0.20
H 0.6906 1.9784 0.8965 0.2 1.2 0.3 0.14
H -0.8915 -0.8117 -1.8595 -0.4 0.4 2.2 0.23
H -1.3672 0.5375 -0.7577 -0.4 1.0 -0.3 0.26
H 1.4887 -2.1249 -1.0248 -1.8 1.0 0.6 0.44
H 1.8946 -1.7932 0.3905 -1.1 0.6 0.7 0.46
H 0.3508 -2.4525 0.2025 0.1 0.6 -0.1 0.46
H 1.0964 1.2869 -1.1905 0.5 -1.3 1.1 0.53
```
Positions in Å, forces in eV/Å.

For the lowest unoccupied orbital energy (spin up / spin down), the calculation gives -3.6387 / -4.9372 eV. Its spin multiplicity is 3. The net charge is +1. The calculation puts the total energy at -7868.3484 eV.